# 1
18
Properties=species:S:1:pos:R:3 method="wB97M-V/def2-TZVPD" homo_energy_ha=-0.127 de_lowest_kj_mol=739.8 charge=-1 homo_lumo_gap_ev=5.192 max_force_ha_per_bohr=0.110 molar_mass_g_mol=103.141 multiplicity=1
O -1.51382 0.87303 2.08181
O -3.56951 2.04534 1.48223
C 2.38654 -1.35571 -2.18222
C 1.86593 -0.29524 -1.37070
C 0.28627 0.07408 0.66392
C 0.62482 -0.43286 -0.72889
C -1.21263 0.30235 0.84017
H 0.73498 1.06866 0.78318
H -0.06137 -1.16434 -1.15472
H -1.62362 0.94966 0.05400
H 2.28330 0.71047 -1.33838
H 3.11828 -1.08108 -2.94201
H 1.79989 -2.24646 -2.36130
H -1.74170 -0.67477 0.79910
H -2.63389 1.35686 1.85684
H 0.71537 -0.56715 1.43580
H 2.48246 -1.68721 -0.28415
H -3.94131 2.12436 2.36534


# 2
112
Properties=species:S:1:pos:R:3 method="wB97M-V/def2-TZVPD" homo_energy_ha=-0.156 de_lowest_kj_mol=0.0 charge=-1 homo_lumo_gap_ev=6.265 max_force_ha_per_bohr=0.036 molar_mass_g_mol=1217.668 multiplicity=1
Sb 0.24168 -0.63725 2.78084
Sb -3.27056 -3.23783 -0.10016
Ti -0.56847 -1.19357 0.11575
S -2.06438 -1.60253 -1.54668
S -1.41690 -2.84768 1.49036
S -2.83160 -5.24279 -1.04989
P -1.20813 1.23684 -1.62685
P 0.38809 -0.89023 -2.88899
Si 1.47450 1.49632 3.73049
Si -1.44396 -1.21746 4.70509
Si 2.03779 -2.47068 3.27405
O 5.27656 -0.99373 -1.28040
O 3.69868 1.31002 -0.32339
O 0.90796 0.26441 0.07122
O 3.48868 -3.35415 -1.35414
O 0.87187 -2.41352 -0.26592
N -4.10886 0.75933 0.98854
N -3.52892 1.86663 1.39522
N -3.34754 -0.22479 0.74032
N -2.13459 0.22253 0.97820
N -0.58635 0.49383 -3.01913
N -5.50324 0.64110 0.90734
C -0.83210 -3.02754 -6.77168
C -4.90007 2.91598 -1.48457
C 4.57945 0.62416 -4.02453
C 1.97419 -0.22751 -3.45533
C -2.25706 1.48999 1.36627
C 0.89996 5.13149 -2.85918
C 1.97980 -0.37014 -0.28382
C 0.04537 2.69269 4.11817
C -1.07885 -0.20106 6.24225
C -1.46144 -3.02617 5.18310
C -3.17782 -0.81917 4.09300
C 3.63002 -1.85597 2.45236
C 1.58248 -4.17846 2.65324
C 0.48028 3.43580 -1.19393
C 2.34782 -2.50704 5.13332
C -5.70961 2.02756 -2.17934
C -0.63889 -1.64447 -6.76901
C -3.52539 2.70525 -1.43800
C 3.29029 0.18843 -0.49818
C 2.50087 1.30218 5.29399
C -3.75623 0.74342 -2.79767
C 2.90405 -1.09248 -4.03626
C -0.26175 -1.01805 -5.59656
C 4.11782 -1.01144 -0.98918
C 2.58374 2.29233 2.44360
C -2.94217 1.59230 -2.03388
C 2.36775 1.07816 -3.17324
C -0.66423 -3.75956 -5.61069
C 4.19346 -0.67451 -4.31752
C 3.66942 1.49522 -3.44206
C 1.18864 4.56410 -1.62710
C -5.12776 0.95744 -2.85730
C -0.82111 3.49830 -3.21581
C -0.32437 -3.10828 -4.42053
C -0.10250 -1.74616 -4.40708
C -0.11764 4.60796 -3.65256
C 3.19200 -2.24009 -1.00312
C 1.95853 -1.71770 -0.49735
C -0.51454 2.89028 -1.98817
H 5.59466 0.93776 -4.21107
H 3.62649 1.98898 2.57103
H -0.40418 1.10685 -3.79992
H -3.86160 -1.10857 4.88567
H -5.31030 3.79359 -0.99422
H 2.63702 -2.11947 -4.26210
H 0.78749 2.94599 -0.27636
H 2.30730 2.06942 1.40693
H -1.17094 0.86945 6.06605
H -1.13529 -3.53155 -7.68611
H -0.23918 -3.67153 -3.50180
H 3.40691 0.73002 5.11365
H -3.31191 -0.08814 -3.33513
H -6.77936 2.20069 -2.23250
H 0.26854 3.28849 4.99980
H 1.99787 4.96210 -1.01445
H 3.28199 -3.04469 5.32646
H -1.52702 -3.67517 4.30362
H 2.46472 -1.50882 5.52982
H -2.35022 -3.17316 5.79520
H 2.53537 3.37886 2.58738
H -1.79198 -0.47439 7.02039
H -0.59607 -3.33108 5.76948
H 4.45137 -1.92765 3.16825
H -5.75264 0.29741 -3.45216
H -0.83668 -4.82795 -5.59617
H -2.92410 3.40484 -0.86089
H -1.60707 3.07912 -3.83974
H 1.09154 -4.15448 1.67854
H 4.89757 -1.37449 -4.75142
H 1.68366 1.76904 -2.71284
H -5.62837 -0.23744 0.40431
H -0.10260 3.37576 3.28585
H -0.08108 -0.41136 6.61825
H -0.07944 0.04824 -5.61472
H -5.72629 1.36936 0.22914
H 1.44861 5.99928 -3.20169
H -1.43239 2.14530 1.58150
H -0.33827 5.05279 -4.61320
H -3.32668 0.23582 3.85822
H -0.90540 2.18777 4.29824
H 1.55186 -3.00429 5.67760
H 2.51782 -4.73658 2.57360
H 3.88756 -2.47734 1.59413
H -3.37551 -1.41301 3.20425
H 3.97601 2.49926 -3.18175
H 3.57757 -0.82076 2.11523
H 2.80342 2.31570 5.58938
H 1.96898 0.84257 6.12924
H -0.75076 -1.07049 -7.68724
H 0.93625 -4.68403 3.36678


# 3
17
Properties=species:S:1:pos:R:3 method="wB97M-V/def2-TZVPD" homo_energy_ha=-0.317 de_lowest_kj_mol=267.5 homo_lumo_gap_ev=9.206 max_force_ha_per_bohr=0.089 molar_mass_g_mol=111.148 multiplicity=1
N 0.27519 -1.44188 0.59135
N -2.96814 -0.21467 -0.22566
N -0.87406 -1.18782 -0.07405
C -0.83926 1.15693 0.27773
C -1.69037 -0.01173 -0.01755
C 1.63872 0.48215 -0.17555
C 1.37769 -1.05091 -0.26268
C 0.51402 1.36760 0.00880
H 0.79224 2.39155 0.06218
H 2.20297 0.95974 -1.04752
H 0.35419 -0.91787 1.39734
H 0.97305 -1.27203 -1.30617
H -3.50641 0.61837 -0.23292
H 2.29715 0.66805 0.64260
H -1.47356 -2.01341 -0.23816
H 2.26501 -1.57160 -0.06740
H -1.33841 2.03756 0.66767


# 4
20
Properties=species:S:1:pos:R:3 method="wB97M-V/def2-TZVPD" homo_energy_ha=-0.143 de_lowest_kj_mol=118.1 charge=-1 homo_lumo_gap_ev=7.690 max_force_ha_per_bohr=0.026 molar_mass_g_mol=135.143 multiplicity=1
O -0.99747 -1.33526 -0.06336
O 1.68425 -0.73789 1.62693
O 2.53270 -0.70232 -0.89322
N -0.79619 1.58859 0.65892
N 0.31417 -0.49145 -1.73923
C 1.59904 -1.33147 -1.55705
C -0.59533 -0.40736 -0.76536
C -1.23258 0.95358 -0.58823
C -1.31411 1.00076 1.88444
H 0.77292 -1.05128 1.57632
H -2.00552 0.18380 1.64904
H -0.54264 0.55067 2.51603
H 1.20542 -2.27703 -1.16631
H 0.20551 1.70418 0.63731
H 1.99123 -0.65807 0.65646
H -1.75363 1.79203 2.48941
H -0.98604 1.65833 -1.39793
H 0.41536 0.32384 -2.33456
H 1.81556 -1.60514 -2.61491
H -2.31265 0.84150 -0.57470


# 5
17
Properties=species:S:1:pos:R:3 method="wB97M-V/def2-TZVPD" homo_energy_ha=-0.331 de_lowest_kj_mol=390.0 homo_lumo_gap_ev=9.533 max_force_ha_per_bohr=0.092 molar_mass_g_mol=102.133 multiplicity=1 smiles="C=C(CO)CCO"
O 1.43522 -0.39848 1.50264
O -2.39875 -0.66260 0.03273
C 1.58590 -1.03025 0.27166
C -0.26882 0.50782 -0.10729
C -1.75271 0.53300 -0.31246
C 0.39680 1.50209 0.55544
C 0.63074 -0.45956 -0.82001
H 2.61007 -0.93039 -0.08248
H 1.44090 1.76200 0.35669
H -2.33748 -1.34893 -0.63851
H 0.10112 -1.28025 -1.31547
H -2.21018 1.26862 0.35815
H -1.95376 0.84622 -1.35467
H 1.24035 0.03783 -1.58359
H 1.38801 -2.08757 0.45619
H 0.29814 -0.16688 1.30585
H -0.11206 2.14527 1.27044


# 6
13
Properties=species:S:1:pos:R:3 method="wB97M-V/def2-TZVPD" homo_energy_ha=-0.318 de_lowest_kj_mol=0.0 homo_lumo_gap_ev=9.236 max_force_ha_per_bohr=0.036 molar_mass_g_mol=111.897 multiplicity=1 smiles="[H]/N=C1/NC=CB(O)O1"
O 2.47656 -0.90587 0.00513
O 0.17332 -1.19325 0.13871
N -2.05221 -1.42399 -0.16362
N -1.25560 0.66393 0.19004
C -1.06279 -0.68958 0.04744
C -0.24215 1.57938 0.04635
C 1.02335 1.16569 -0.10971
B 1.23950 -0.36297 -0.01065
H -0.55844 2.61305 0.07873
H -1.83251 -2.40916 -0.23747
H 1.82207 1.87495 -0.25539
H 2.49183 -1.85696 0.12205
H -2.22293 0.94480 0.14839